Record 1
{
  "formula": "C24H22F2N4S",
  "method": "ωB97M-V with the def2-TZVPD basis set",
  "orbital_gap_ha": 0.309,
  "lumo_ev": 0.4,
  "relative_energy_kj_mol": 23.9,
  "fmax_ha_per_bohr": 0.019,
  "smiles": "Cc1[nH]c2ccc(F)cc2c1CCN(Cc1cccnc1)C(=S)Nc1ccc(F)cc1",
  "elements": ["C", "H", "H", "C", "F", "H", "C", "H", "C", "H", "C", "H", "H", "C", "C", "C", "C", "C", "N", "C", "C", "S", "C", "C", "C", "H", "H", "H", "C", "C", "H", "C", "N", "H", "H", "H", "H", "F", "C", "H", "N", "H", "H", "C", "H", "C", "C", "C", "H", "H", "C", "H", "N"],
  "xyz": [[-1.231, 2.888, -0.082], [0.234, -3.805, 1.082], [4.328, -1.723, -1.578], [-3.187, -0.439, -1.522], [8.383, -0.003, -0.741], [-0.581, 0.108, 1.778], [-4.781, -1.403, 0.624], [-2.840, 0.729, 1.943], [-3.422, -1.677, 0.554], [-0.247, 3.170, -0.432], [-2.610, -1.199, -0.503], [-2.276, 4.406, -1.186], [6.793, -1.776, -1.759], [6.296, -0.979, -1.230], [-4.531, -0.175, -1.422], [-1.378, 1.817, 0.795], [2.058, 0.591, 0.563], [4.920, -0.942, -1.121], [2.891, 0.087, -0.398], [-5.333, -0.635, -0.378], [-1.322, -2.351, 0.939], [2.622, 1.062, 2.050], [-0.213, 1.014, 1.283], [-0.220, -3.019, 1.685], [-3.593, 3.179, -0.013], [7.036, 1.852, 0.470], [-5.385, -1.769, 1.439], [0.778, -1.888, -0.690], [-2.667, 1.530, 1.236], [6.432, 1.073, 0.034], [0.916, 0.473, -1.824], [-2.356, 3.577, -0.500], [-3.742, 2.187, 0.848], [-2.620, -0.067, -2.360], [2.478, -0.543, -1.071], [-0.261, -1.601, -2.097], [-6.379, -0.377, -0.372], [-5.116, 0.572, -2.389], [5.055, 1.108, 0.133], [4.578, 1.922, 0.650], [-2.611, -2.374, 1.406], [-4.504, 3.675, -0.318], [-0.713, 0.728, -1.207], [4.287, 0.091, -0.430], [-0.599, -3.466, 2.601], [-0.077, -1.317, -1.058], [-1.280, -1.641, -0.233], [0.221, 0.196, -1.025], [0.345, 1.596, 2.028], [-2.911, -2.841, 2.245], [7.037, 0.029, -0.641], [0.560, -2.305, 1.950], [0.741, 0.656, 0.245]],
  "atomic_forces_ev_per_a": [[-0.14, -0.09, 0.17], [0.04, -0.06, 0.03], [-0.06, -0.09, -0.02], [-0.26, 0.04, -0.01], [-0.06, 0.00, 0.02], [0.04, 0.11, 0.04], [0.06, -0.01, -0.02], [0.10, -0.17, 0.06], [-0.11, 0.34, -0.55], [0.10, 0.00, -0.06], [-0.36, -0.22, 0.39], [-0.02, 0.08, -0.06], [0.07, -0.07, -0.05], [0.30, 0.17, 0.06], [0.14, -0.04, -0.08], [-0.13, 0.15, -0.17], [0.10, 0.01, 0.21], [-0.18, 0.21, 0.21], [-0.89, -0.20, -0.41], [-0.01, 0.04, -0.12], [0.15, 0.07, -0.30], [0.29, 0.10, 0.60], [-0.10, 0.16, 0.55], [0.00, 0.04, -0.08], [0.07, 0.22, -0.18], [0.08, 0.08, 0.03], [-0.10, -0.02, 0.09], [0.09, -0.03, -0.09], [0.42, -0.06, 0.01], [0.20, -0.22, -0.16], [-0.09, 0.04, 0.06], [0.04, -0.05, 0.03], [-0.53, -0.01, 0.20], [0.03, 0.09, -0.12], [-0.01, 0.21, 0.03], [0.09, -0.07, -0.05], [-0.11, 0.05, 0.00], [-0.01, -0.02, 0.07], [-0.07, -0.01, -0.12], [0.01, 0.01, -0.02], [0.09, -0.21, 0.41], [-0.04, 0.11, -0.09], [0.16, -0.03, -0.09], [0.67, -0.05, 0.01], [0.05, -0.05, 0.08], [-0.17, 0.24, 0.09], [0.21, -0.27, 0.19], [0.04, -0.35, -0.36], [-0.20, -0.21, -0.17], [0.05, 0.04, -0.08], [-0.14, -0.04, -0.03], [0.06, 0.02, 0.07], [0.06, 0.02, -0.21]]
}



Record 2
{
  "formula": "C24H22F3N6O3S4SbY",
  "method": "ωB97M-V with the def2-TZVPD basis set",
  "orbital_gap_ha": 0.208,
  "lumo_ev": 1.8,
  "relative_energy_kj_mol": 0.0,
  "fmax_ha_per_bohr": 0.003,
  "total_charge": -1,
  "elements": ["H", "C", "F", "C", "H", "C", "C", "C", "H", "O", "H", "H", "C", "S", "H", "H", "Y", "H", "H", "H", "C", "N", "S", "C", "F", "H", "H", "C", "N", "C", "Sb", "O", "S", "H", "H", "N", "C", "H", "H", "N", "C", "C", "N", "H", "C", "N", "C", "C", "C", "S", "C", "H", "H", "C", "C", "F", "H", "C", "H", "O", "C", "H", "C", "C"],
  "xyz": [[-2.592, -1.431, -5.194], [0.564, 3.154, 2.453], [1.108, 4.321, 4.495], [-0.840, -0.490, -4.399], [1.815, -0.317, -3.084], [-2.030, 5.137, -0.123], [-2.220, -0.168, -2.090], [-4.246, 0.093, 1.593], [0.332, -1.021, 5.579], [-1.422, 2.523, -0.247], [-2.098, 4.900, 0.938], [1.423, 0.850, -4.345], [1.721, 3.636, -1.133], [0.268, -2.140, -0.316], [-2.841, 4.647, -0.656], [3.714, 3.700, -1.461], [0.210, 0.503, 0.198], [-3.862, -1.134, -3.075], [-6.062, 0.292, 0.476], [0.037, 6.557, -0.851], [-1.681, -0.504, 5.040], [-0.751, 4.661, -0.628], [3.204, -2.385, -2.772], [-2.138, -0.940, -4.343], [0.787, 2.191, 4.644], [1.667, -1.769, 2.472], [-2.062, -0.537, 6.053], [-0.260, 0.099, -3.273], [-0.942, 0.238, -2.129], [0.277, 5.503, -0.886], [2.633, -2.086, -0.584], [0.119, 4.220, 2.043], [3.630, -3.334, 1.027], [-4.897, 0.183, -1.714], [-2.082, 6.213, -0.270], [2.911, 3.101, -1.391], [0.130, -0.674, 3.477], [2.326, 5.736, -1.368], [-4.741, 0.113, 2.551], [-0.691, -0.365, 2.466], [1.563, -0.930, 3.168], [1.163, 0.533, -3.334], [0.708, 2.816, -0.875], [-0.240, -0.611, -5.290], [-2.959, -0.020, -0.808], [-2.248, -0.051, 0.318], [1.264, 3.163, 3.842], [-1.995, -0.181, 2.703], [-0.353, -0.765, 4.783], [2.885, 0.248, -0.011], [-0.517, 3.299, -0.572], [1.359, 1.343, -2.641], [-3.574, -0.025, 4.160], [-2.527, -0.213, 3.982], [-4.342, 0.114, -0.791], [2.586, 2.955, 3.706], [2.125, -1.163, 4.071], [-2.863, -0.019, 1.501], [2.020, -0.064, 2.687], [0.565, 2.020, 1.911], [-2.850, -0.766, -3.166], [3.054, 2.100, -1.179], [-4.986, 0.181, 0.430], [1.516, 5.054, -1.162]],
  "atomic_forces_ev_per_a": [[0.00, 0.00, 0.00], [-0.05, 0.09, -0.08], [-0.01, 0.02, 0.01], [-0.03, -0.01, 0.00], [0.01, 0.00, 0.00], [0.03, -0.01, 0.01], [0.02, 0.01, 0.00], [-0.01, 0.02, -0.02], [0.00, 0.01, 0.00], [0.01, -0.03, 0.07], [0.00, 0.01, 0.01], [-0.01, -0.01, 0.00], [-0.04, -0.02, -0.03], [-0.02, -0.01, 0.03], [0.00, 0.00, 0.00], [0.00, -0.01, -0.01], [0.03, 0.08, -0.02], [0.00, 0.00, 0.00], [0.00, 0.00, 0.00], [0.01, 0.00, 0.00], [0.03, -0.01, 0.02], [-0.05, 0.00, -0.08], [0.02, -0.02, -0.03], [0.03, 0.01, -0.01], [-0.02, -0.01, 0.00], [0.00, 0.00, 0.01], [-0.01, 0.00, 0.00], [0.03, 0.02, -0.02], [-0.01, 0.02, -0.02], [-0.01, 0.00, 0.02], [0.03, -0.07, -0.02], [0.00, -0.02, 0.00], [0.01, -0.01, 0.03], [0.00, 0.00, 0.00], [-0.01, 0.00, 0.00], [0.01, 0.00, 0.04], [0.02, -0.01, -0.01], [0.00, 0.00, 0.00], [0.01, 0.00, 0.00], [-0.02, 0.05, -0.03], [0.00, 0.01, -0.02], [-0.02, 0.01, 0.00], [-0.02, -0.02, 0.02], [0.00, 0.00, 0.00], [-0.03, 0.00, 0.00], [0.00, -0.03, -0.02], [0.07, -0.03, -0.02], [-0.01, -0.04, 0.01], [-0.02, -0.01, -0.01], [-0.07, 0.07, 0.01], [0.07, 0.00, -0.01], [0.00, 0.00, 0.02], [0.00, -0.02, 0.01], [-0.01, -0.01, 0.00], [0.00, 0.01, 0.00], [-0.01, 0.00, 0.01], [-0.01, 0.00, 0.01], [0.01, 0.02, 0.01], [0.00, 0.00, 0.00], [0.03, -0.08, 0.12], [-0.03, -0.01, 0.00], [-0.01, 0.01, 0.00], [0.00, 0.00, 0.01], [0.00, 0.02, -0.01]]
}



Record 3
{
  "formula": "C24H22F6IPPdSbTe",
  "method": "ωB97M-V with the def2-TZVPD basis set",
  "orbital_gap_ha": [0.278, 0.189],
  "lumo_ev": [-12.3, -15.6],
  "relative_energy_kj_mol": 387.0,
  "fmax_ha_per_bohr": 0.066,
  "s_squared": 8.813,
  "multiplicity": 6,
  "total_charge": 4,
  "elements": ["C", "H", "C", "C", "C", "H", "H", "H", "C", "F", "C", "H", "H", "H", "H", "H", "H", "F", "H", "F", "C", "F", "C", "C", "C", "H", "H", "C", "H", "C", "Sb", "H", "H", "C", "C", "H", "I", "F", "C", "C", "H", "C", "Te", "H", "F", "C", "C", "H", "P", "C", "C", "H", "Pd", "C", "C", "C", "H"],
  "xyz": [[0.965, 2.151, 4.628], [0.964, 1.632, 6.708], [-6.186, 0.121, 2.819], [-1.821, 4.457, 1.604], [4.057, -1.096, 2.856], [0.619, 2.801, 2.629], [-7.181, -0.174, 3.126], [-1.979, 6.440, -1.113], [-3.589, 0.843, 2.060], [0.603, 0.821, -1.062], [-2.278, 4.310, -1.135], [1.991, -3.448, 3.543], [-4.128, 2.782, 2.828], [-6.894, -2.344, 2.330], [-6.414, 2.154, 3.464], [3.834, -0.929, 3.915], [-1.377, 0.843, 6.703], [0.848, 3.320, -2.198], [4.609, -0.261, 2.411], [2.497, 1.248, 0.698], [-2.441, 3.162, -0.370], [2.947, 3.785, -0.212], [1.316, -2.631, 3.276], [-3.318, -1.534, 1.113], [-0.933, 1.225, 5.793], [0.388, -3.060, 2.900], [-2.710, 0.901, 4.650], [-5.892, -2.125, 1.983], [1.129, -2.028, 4.166], [0.387, 1.656, 5.793], [2.011, 2.389, -1.042], [1.975, 2.535, 4.648], [4.666, -2.006, 2.759], [-1.668, 5.597, 0.827], [-2.153, 3.239, 0.997], [-1.408, 6.541, 1.289], [-1.294, -1.464, 0.327], [0.531, 2.890, 0.363], [0.218, 2.210, 3.456], [-5.357, -0.835, 2.203], [-2.674, 2.218, -0.847], [-4.462, 1.768, 2.646], [2.262, -1.441, 1.759], [-5.576, -4.082, 1.124], [3.154, 1.257, -2.007], [-1.131, 1.758, 3.458], [-3.891, -2.784, 0.862], [-3.332, -3.532, 0.313], [-1.924, 1.599, 1.816], [-4.017, -0.490, 1.782], [-5.754, 1.422, 3.019], [-2.350, 4.235, -2.218], [0.297, 0.659, 1.166], [-5.166, -3.097, 1.310], [-1.694, 1.259, 4.630], [-1.951, 5.516, -0.530], [-1.711, 4.554, 2.677]],
  "atomic_forces_ev_per_a": [[-0.19, -0.07, 0.08], [-0.01, -0.01, 0.03], [0.09, -0.54, -0.20], [0.34, 0.52, 0.53], [0.36, -0.01, 0.01], [-0.01, -0.33, -0.07], [-0.07, 0.00, 0.01], [0.21, -0.32, 0.04], [0.28, 0.01, -0.16], [1.00, 0.84, 0.25], [-0.30, -0.32, -1.37], [0.08, 0.12, -0.10], [-0.02, 0.02, 0.03], [-0.05, 0.01, 0.03], [-0.01, 0.04, 0.04], [-0.14, 0.02, -0.29], [-0.02, 0.07, 0.04], [1.12, -0.58, 0.32], [-0.29, -0.10, 0.03], [-0.31, 0.78, -1.35], [0.26, -0.99, 2.23], [-0.23, -0.88, -1.07], [0.13, -0.12, -0.09], [0.92, 0.23, -0.13], [-0.19, -0.13, -0.06], [0.08, 0.15, -0.10], [-0.13, -0.07, 0.02], [-0.23, 0.44, 0.23], [0.07, 0.11, -0.15], [0.17, 0.03, -0.08], [-1.83, -1.16, 2.62], [0.04, 0.05, -0.05], [-0.26, 0.10, -0.06], [-0.18, 0.61, -1.29], [-0.55, -2.19, -1.66], [-0.04, 0.02, -0.05], [-1.19, -0.21, 0.19], [1.01, -0.22, -0.72], [-0.09, 0.43, -0.03], [0.16, 0.36, -0.01], [0.01, 0.00, -0.02], [-0.35, -0.21, 0.07], [0.55, -0.72, 0.96], [-0.03, 0.03, 0.01], [-0.74, 1.23, 0.50], [-0.05, 0.00, -0.58], [-0.26, -0.37, -0.02], [-0.01, -0.02, 0.04], [0.55, 0.11, 0.61], [-0.25, 0.26, 0.23], [0.26, 0.36, -0.01], [0.00, 0.13, 0.10], [-0.91, 0.69, -0.47], [0.70, -0.29, -0.45], [0.14, -0.12, 0.02], [0.37, 2.41, 1.25], [0.01, -0.18, 0.12]]
}